No. 1
The following is a quantum chemistry calculation of an isolated molecule of C4H9N, from the OMol25 dataset.

XYZ file:
```
14
C4H9N, DFT ωB97M-V with the def2-TZVPD basis set
C -0.70681 -0.88995 0.42105
C 0.22772 -0.83931 -0.80209
C 0.59123 0.64310 -0.97503
N -0.12260 1.28693 0.12023
C -0.27948 0.34024 1.19402
H -1.75329 -0.80891 0.11994
H -0.58883 -1.84484 0.93169
H 1.12360 -1.39698 -0.52934
H -0.17851 -1.31587 -1.69682
H 0.33003 1.09643 -1.93439
H 1.68359 0.74794 -0.84667
H 0.09632 2.23179 0.38759
H 0.64745 0.10859 1.73464
H -1.07042 0.64085 1.87517
```

Calculated values
DFT total energy (eV): -5783.690
E_LUMO (eV): 1.2
2S+1: 1

These are the natural (NBO) partial charges, in e, on atoms 1 to 6:
1. C -0.40
2. C -0.41
3. C -0.22
4. N -0.64
5. C -0.22
6. H 0.20

No. 2
The following is a quantum chemistry calculation of a cluster of 2 separate species, C4H9N in total in a non-equilibrium geometry, from the OMol25 dataset.

XYZ file:
```
14
C4H9N, DFT ωB97M-V with the def2-TZVPD basis set
C 1.80331 0.90863 2.33496
N 2.99711 0.55507 2.15127
C 3.44498 0.47869 0.75524
H 1.38468 0.77516 3.33416
H 1.04504 1.10979 1.56868
H 3.67346 1.48176 0.39884
H 2.67580 0.05219 0.10963
H 4.30250 -0.18220 0.69868
C -3.61461 -0.17666 -1.85707
C -3.61101 -1.49718 -1.91601
H -3.12750 0.30767 -2.69535
H -3.95315 0.37358 -0.99238
H -3.25210 -2.00767 -2.80444
H -3.76850 -2.17883 -1.08621
```

Calculated values
DFT total energy (eV): -5781.814
E_LUMO (eV): 1.0
2S+1: 1

These are the natural (NBO) partial charges, in e, on atoms 1 to 6:
1. C -0.06
2. N -0.38
3. C -0.45
4. H 0.17
5. H 0.14
6. H 0.20

No. 3
The following is a quantum chemistry calculation of a cluster of 2 separate species, C4H9N in total in a non-equilibrium geometry, from the OMol25 dataset.

XYZ file:
```
14
C4H9N, DFT ωB97M-V with the def2-TZVPD basis set
C -0.56257 -0.66024 -4.02349
N -1.32747 -0.05917 -3.17663
C -2.70318 -0.11792 -3.30751
H 0.53167 -0.36106 -3.87665
H -0.88503 -1.14881 -4.80932
H -3.17490 0.84592 -3.24920
H -2.99830 -0.62713 -2.29344
H -3.03570 -0.60988 -4.28342
C 2.92338 0.78110 4.82218
C 1.78039 0.08092 4.95172
H 3.87505 0.42551 4.44010
H 2.95778 1.84322 5.16420
H 1.66838 -0.78604 4.30015
H 0.95051 0.39358 5.34132
```

Calculated values
DFT total energy (eV): -5780.816
E_LUMO (eV): 1.2
2S+1: 1

These are the natural (NBO) partial charges, in e, on atoms 1 to 6:
1. C -0.08
2. N -0.38
3. C -0.44
4. H 0.18
5. H 0.14
6. H 0.21

No. 4
The following is a quantum chemistry calculation of an isolated molecule of C4H9N, from the OMol25 dataset.

XYZ file:
```
14
C4H9N, DFT ωB97M-V with the def2-TZVPD basis set
C -1.83654 0.10730 -0.84637
C -0.63310 -0.67540 -0.41010
C 0.41765 -0.08011 0.15638
C 1.64896 -0.77977 0.69968
N 0.57764 1.32644 0.17645
H -2.60084 0.11387 -0.05929
H -1.68842 1.16718 -1.04549
H -2.22388 -0.31870 -1.77528
H -0.64375 -1.74769 -0.50626
H 2.38544 -0.83123 -0.10178
H 1.35084 -1.70888 1.17700
H 2.07254 -0.16733 1.49398
H -0.20958 1.93696 0.34873
H 1.38303 1.65735 0.69235
```

Calculated values
DFT total energy (eV): -5783.500
E_LUMO (eV): 1.1
2S+1: 1

These are the natural (NBO) partial charges, in e, on atoms 1 to 6:
1. C -0.64
2. C -0.30
3. C 0.19
4. C -0.65
5. N -0.84
6. H 0.21

No. 5
The following is a quantum chemistry calculation of an isolated molecule of C4H9N in a non-equilibrium geometry, from the OMol25 dataset.

XYZ file:
```
14
C4H9N, DFT ωB97M-V with the def2-TZVPD basis set
C -2.33016 -0.26539 0.01370
C -1.03464 0.47557 0.08146
C 0.11924 -0.08085 -0.28120
C 1.52143 0.58734 -0.19420
N 2.52459 -0.35591 0.20233
H -2.33341 -1.27274 -0.41283
H -2.77804 -0.34545 1.05824
H -3.03817 0.36848 -0.48106
H -1.06716 1.43959 0.64586
H 0.24586 -1.12963 -0.66404
H 1.80753 1.04519 -1.17838
H 1.52447 1.44144 0.48544
H 2.42700 -1.19045 -0.43462
H 2.41144 -0.71719 1.15932
```

Calculated values
DFT total energy (eV): -5782.999
E_LUMO (eV): 1.2
2S+1: 1

These are the natural (NBO) partial charges, in e, on atoms 1 to 6:
1. C -0.64
2. C -0.19
3. C -0.20
4. C -0.25
5. N -0.82
6. H 0.22

No. 6
The following is a quantum chemistry calculation of an isolated molecule of C4H9N, from the OMol25 dataset.

XYZ file:
```
14
C4H9N, DFT ωB97M-V with the def2-TZVPD basis set
C 1.15892 1.32291 -0.16338
C -0.05282 0.72322 0.52570
C -1.26310 0.37210 -0.27224
N -0.60663 -0.60886 0.54157
C -0.09915 -1.89566 0.11115
H 1.00463 2.40808 -0.10421
H 2.10081 1.10660 0.35065
H 1.26785 1.07543 -1.22419
H -0.23373 1.21906 1.48026
H -1.11791 0.33768 -1.35598
H -2.24560 0.71562 0.04574
H -0.71704 -2.67798 0.57803
H -0.12481 -2.05279 -0.97725
H 0.92858 -2.04542 0.46416
```

Calculated values
DFT total energy (eV): -5782.340
E_LUMO (eV): 1.2
2S+1: 1

These are the natural (NBO) partial charges, in e, on atoms 1 to 6:
1. C -0.63
2. C -0.06
3. C -0.24
4. N -0.42
5. C -0.41
6. H 0.22

No. 7
The following is a quantum chemistry calculation of a cluster of 2 separate species, C4H9N in total in a non-equilibrium geometry, from the OMol25 dataset.

XYZ file:
```
14
C4H9N, DFT ωB97M-V with the def2-TZVPD basis set
C 0.40805 -3.30414 -2.35792
N 0.04233 -2.10587 -2.18772
C 0.75960 -1.45182 -1.08792
H -0.26621 -4.02641 -2.81584
H 1.28746 -3.72517 -1.85548
H 0.88709 -2.09355 -0.21967
H 0.18921 -0.60506 -0.68505
H 1.64532 -0.89378 -1.39808
C -0.98881 2.43861 2.47017
C -0.85221 3.44386 1.60787
H -0.23173 1.65562 2.49687
H -1.20256 2.75767 3.48754
H -0.17459 3.60870 0.78038
H -1.50295 4.30132 1.76486
```

Calculated values
DFT total energy (eV): -5781.047
E_LUMO (eV): 1.0
2S+1: 1

These are the natural (NBO) partial charges, in e, on atoms 1 to 6:
1. C -0.06
2. N -0.38
3. C -0.47
4. H 0.17
5. H 0.13
6. H 0.19

No. 8
The following is a quantum chemistry calculation of an isolated molecule of C4H9N, from the OMol25 dataset.

XYZ file:
```
14
C4H9N, DFT ωB97M-V with the def2-TZVPD basis set
C -2.48912 -0.26506 0.06502
C -1.14779 0.35916 0.20874
C -0.04802 -0.06454 -0.39701
C 1.33323 0.53510 -0.21994
N 2.35254 -0.39487 0.29582
H -2.44164 -1.12454 -0.60194
H -2.89786 -0.58222 1.02084
H -3.22474 0.43612 -0.36929
H -1.07371 1.22847 0.85051
H -0.12134 -0.92652 -1.07613
H 1.67887 0.92266 -1.17694
H 1.28992 1.38412 0.47329
H 2.41085 -1.20578 -0.32790
H 2.02205 -0.75611 1.19596
```

Calculated values
DFT total energy (eV): -5783.392
E_LUMO (eV): 1.2
2S+1: 1

These are the natural (NBO) partial charges, in e, on atoms 1 to 6:
1. C -0.64
2. C -0.18
3. C -0.21
4. C -0.25
5. N -0.82
6. H 0.21

No. 9
The following is a quantum chemistry calculation of a cluster of 2 separate species, C4H9N in total in a non-equilibrium geometry, from the OMol25 dataset.

XYZ file:
```
14
C4H9N, DFT ωB97M-V with the def2-TZVPD basis set
C 1.77934 0.81808 2.82084
N 1.97956 0.31403 1.67224
C 1.73828 1.20310 0.55170
H 1.72888 0.11780 3.65159
H 1.70657 1.90376 2.94070
H 2.27506 2.15626 0.64463
H 0.70039 1.43259 0.27157
H 2.06310 0.64588 -0.33197
C -2.59023 -1.87584 -2.18428
C -2.89340 -0.69913 -2.71564
H -2.89506 -2.16924 -1.18466
H -1.85135 -2.56618 -2.57987
H -3.78964 -0.12872 -2.49282
H -2.21066 -0.17585 -3.38238
```

Calculated values
DFT total energy (eV): -5781.377
E_LUMO (eV): 1.0
2S+1: 1

These are the natural (NBO) partial charges, in e, on atoms 1 to 6:
1. C -0.06
2. N -0.39
3. C -0.47
4. H 0.18
5. H 0.14
6. H 0.19

No. 10
The following is a quantum chemistry calculation of a cluster of 2 separate species, C4H9N in total in a non-equilibrium geometry, from the OMol25 dataset.

XYZ file:
```
14
C4H9N, DFT ωB97M-V with the def2-TZVPD basis set
C -1.35505 -0.29386 -2.51962
C -1.67291 0.04105 -1.22570
H -1.01311 -1.30754 -2.63822
H -1.56603 0.34190 -3.27354
H -1.54437 -0.69670 -0.32061
H -2.27148 0.99516 -1.05462
C 1.46551 0.03296 0.21282
C 0.79565 -0.11538 1.36691
N 1.25141 0.11892 2.68377
H 2.58243 0.14182 0.04019
H 0.79132 0.08271 -0.69647
H -0.26238 -0.44609 1.49997
H 0.56841 0.67876 3.20342
H 2.23060 0.42629 2.72171
```

Calculated values
DFT total energy (eV): -5773.195
E_LUMO (spin up / spin down) (eV): -4.3 / -8.3
2S+1: 2
Charge: +1

These are the natural (NBO) partial charges, in e, on atoms 1 to 6:
1. C -0.35
2. C -0.45
3. H 0.20
4. H 0.21
5. H 0.18
6. H 0.22

No. 11
The following is a quantum chemistry calculation of a structure of composition C4H9N2 in a non-equilibrium geometry, from the OMol25 dataset.

XYZ file:
```
15
C4H9N2, DFT ωB97M-V with the def2-TZVPD basis set
C -0.94183 -0.92175 0.10274
C -1.77223 0.80051 -0.03929
C 2.09672 -0.46935 -0.02331
C 1.08267 0.70187 0.09464
N -2.22111 -0.51150 0.07689
N -0.25807 0.19777 0.03275
H -0.78793 -1.99466 0.31848
H -1.81816 1.06058 -1.17321
H -1.92944 1.60129 0.67326
H 2.00341 -1.37682 0.58535
H 2.08524 -0.78672 -1.09592
H 3.09853 -0.10686 0.23614
H 1.31089 1.53076 -0.70847
H 1.22175 1.13195 1.06443
H -3.17045 -0.85706 -0.14448
```

Calculated values
DFT total energy (eV): -7265.203
E_LUMO (eV): -3.6
2S+1: 1
Charge: +1

These are the natural (NBO) partial charges, in e, on atoms 1 to 6:
1. C 0.36
2. C 0.00
3. C -0.64
4. C -0.23
5. N -0.58
6. N -0.31

No. 12
The following is a quantum chemistry calculation of a cluster of 2 separate species, C4H9N2 in total in a non-equilibrium geometry, from the OMol25 dataset.

XYZ file:
```
15
C4H9N2, DFT ωB97M-V with the def2-TZVPD basis set
C 0.41111 0.52572 -0.50037
C -0.71885 -0.21238 0.21405
C -1.00241 0.96820 -0.63598
C 1.90253 -3.15659 0.60236
N 0.10209 -0.86522 -0.70993
N -1.26324 2.38927 -0.18131
H 1.24348 1.12733 -0.09210
H -0.82713 -0.57951 1.23808
H -1.66965 0.89025 -1.47124
H 1.43654 -3.98458 0.23292
H 2.02306 -2.29594 -0.09039
H 2.34894 -3.21606 1.57752
H -1.05934 2.58855 0.73926
H -2.18174 2.76239 -0.18118
H -0.74538 3.05857 -0.74169
```

Calculated values
DFT total energy (eV): -7260.121
E_LUMO (spin up / spin down) (eV): -4.5 / -4.2
2S+1: 1
Charge: +1

These are the natural (NBO) partial charges, in e, on atoms 1 to 6:
1. C -0.09
2. C -0.09
3. C -0.08
4. C -0.48
5. N -0.17
6. N -0.66

Energy above the lowest of the compared OMol25 structures with the same formula, charge and spin: 2.8 46.1 69.1 7.2 18.7 33.9 63.8 9.7 56.1 74.8 67.8 185.0 (kcal per mole)